Molecular formula: C7H11N3S
Method: DFT, the ωB97M-V functional and the def2-TZVPD basis

Last column: natural (NBO) charge in e.
Geometry (Å):
1 C -3.0920 -1.3206 0.6131  -0.602
2 C -1.6888 -0.8479 0.5831  -0.378
3 C -1.4502 -0.0678 -0.6873  -0.436
4 C -0.0614 0.5431 -0.7885  0.280
5 N 0.9764 -0.3555 -0.8077  -0.789
6 C 0.1359 1.8464 -0.5828  -0.471
7 C 1.3043 2.5389 -0.1756  0.280
8 N 2.0743 3.1397 0.4562  -0.383
9 H -3.3326 -1.7033 1.5856  0.220
10 H -3.2043 -1.9946 -0.2125  0.204
11 H -3.7442 -0.4595 0.3973  0.202
12 H -0.9044 -1.6640 0.5646  0.184
13 H -1.5626 -0.1737 1.4530  0.209
14 H -2.1868 0.7923 -0.5674  0.218
15 H -1.7710 -0.6941 -1.5498  0.221
16 H 1.8934 -0.1258 -0.4578  0.398
17 H 0.6910 -1.3434 -0.5897  0.391
18 H -0.7162 2.6633 -0.5673  0.251
19 C 4.3342 0.5219 0.1565  0.074
20 N 4.2368 -0.6467 0.2643  -0.453
21 S 4.0628 -2.1400 0.3303  0.096
22 H 4.0052 1.4910 0.5825  0.282

Properties
lowest unoccupied orbital energy: 0.00343 Eh
molar mass: 169.25 g/mol
HOMO level: -8.86 eV
relative energy (zero: lowest compared OMol25 entry of this formula, charge and spin): 2.4847 eV
SMILES string: CCC/C(N)=C/C#N.C#[N+][S-]

Molecular formula: C7H11N4
Method: DFT, the ωB97M-V functional and the def2-TZVPD basis

Last column: natural (NBO) charge in e.
Geometry (Å):
1 C 0.9328 0.6225 1.2862  0.018
2 C 1.2531 -0.8231 0.9547  0.473
3 C -0.1091 -1.4553 -0.9409  0.287
4 C -0.3079 1.6268 -1.6363  -0.183
5 C 0.4559 2.0540 -0.6206  -0.088
6 C -1.2402 0.4293 -1.7696  -0.268
7 C -1.8904 -0.4819 0.4387  -0.442
8 N 0.7219 -1.7078 0.1309  -0.567
9 N 0.6543 1.7454 0.7158  -0.282
10 N -1.0487 -0.5911 -0.7072  -0.412
11 N 2.2636 -1.2348 1.7024  -0.706
12 H 0.8780 0.6645 2.3528  0.215
13 H -0.4937 2.2510 -2.5550  0.247
14 H 1.0155 2.8753 -0.9657  0.232
15 H -2.3564 0.7980 -1.8118  0.233
16 H -0.9874 -0.0926 -2.7644  0.270
17 H -2.4035 -1.4773 0.8149  0.245
18 H -1.2544 -0.0321 1.2047  0.202
19 H -2.6303 0.2413 0.0853  0.237
20 H 1.0151 -2.6801 0.2058  0.435
21 H 2.6909 -2.1154 1.6002  0.416
22 H 2.8409 -0.6167 2.2791  0.437

Properties
lowest unoccupied orbital energy (spin up / spin down): -0.17988 / -0.17991 Eh
molar mass: 151.19 g/mol
HOMO level (spin up / spin down): -12.16 / -12.16 eV
relative energy (zero: lowest compared OMol25 entry of this formula, charge and spin): 5.8508 eV
net charge: +1

Molecular formula: C7H11N4O
Method: DFT, the ωB97M-V functional and the def2-TZVPD basis

Last column: natural (NBO) charge in e.
Geometry (Å):
1 C -2.1362 0.2710 1.2627  -0.078
2 C -0.7630 -1.1570 0.3165  0.303
3 C -2.3080 0.3699 -0.0882  0.159
4 C 2.5535 -0.5269 -0.1440  0.231
5 C 3.6077 0.2971 0.1451  -0.018
6 C 1.8271 1.4535 0.0513  0.349
7 C -3.2243 1.2066 -0.8920  -0.654
8 N -1.4478 -0.5432 -0.6438  -0.460
9 N -1.1896 -0.6885 1.4806  -0.456
10 N 1.4130 0.2424 -0.1949  -0.554
11 N 2.5098 -1.9014 -0.2701  -0.818
12 O 3.1221 1.5549 0.2682  -0.365
13 H -2.6159 0.8055 2.0566  0.254
14 H -0.0083 -1.9082 0.1872  0.258
15 H 4.6545 0.1294 0.2752  0.223
16 H -1.3200 -0.6799 -1.6360  0.451
17 H 1.2071 2.3278 0.0870  0.199
18 H -3.4263 2.1438 -0.3798  0.255
19 H -2.7994 1.4202 -1.8691  0.238
20 H -4.1741 0.6924 -1.0389  0.251
21 H -0.8346 -0.9619 2.3867  0.456
22 H 3.4309 -2.3104 -0.3391  0.399
23 H 1.9219 -2.2369 -1.0212  0.376

Properties
lowest unoccupied orbital energy: -0.09814 Eh
molar mass: 167.19 g/mol
HOMO level: -11.58 eV
relative energy (zero: lowest compared OMol25 entry of this formula, charge and spin): 0.0088 eV
net charge: +1

Molecular formula: C7H11N4O
Method: DFT, the ωB97M-V functional and the def2-TZVPD basis

Last column: natural (NBO) charge in e.
Geometry (Å):
1 C 1.9308 2.3033 0.5859  -0.381
2 N 1.0300 1.1816 0.4016  -0.261
3 C -0.0730 1.2441 -0.3002  0.232
4 C -1.1909 0.3769 -0.1543  0.197
5 N -1.2311 -0.8547 0.4224  -0.423
6 C -2.4263 -1.3604 0.0615  -0.041
7 C -3.2282 -0.4558 -0.6660  -0.033
8 N -2.3870 0.5840 -0.8408  -0.450
9 C 1.3905 -0.2030 0.8274  -0.349
10 C 1.0843 -1.1931 -0.3982  0.718
11 N 1.5277 -2.3989 -0.0737  -0.782
12 O 0.5539 -0.8151 -1.4062  -0.595
13 H 2.7909 2.0551 -0.0509  0.227
14 H 1.3484 3.1194 0.3182  0.220
15 H 2.2071 2.2346 1.5828  0.230
16 H -0.1854 2.2673 -0.7795  0.235
17 H -2.8608 -2.3945 0.4760  0.240
18 H -4.2257 -0.5717 -1.0757  0.257
19 H -2.5787 1.3518 -1.4760  0.437
20 H 0.8354 -0.4987 1.6798  0.267
21 H 2.5110 -0.2310 0.8509  0.237
22 H 1.9769 -2.6605 0.7134  0.406
23 H 1.2002 -3.0806 -0.6985  0.412

Properties
lowest unoccupied orbital energy (spin up / spin down): -0.16052 / -0.16053 Eh
molar mass: 167.19 g/mol
HOMO level (spin up / spin down): -12.49 / -12.49 eV
relative energy (zero: lowest compared OMol25 entry of this formula, charge and spin): 1.4136 eV
net charge: +1
SMILES string: C/[N+](=C/c1ncc[nH]1)CC(N)=O

Molecular formula: C7H11N4O3P
Method: DFT, the ωB97M-V functional and the def2-TZVPD basis

Last column: natural (NBO) charge in e.
Geometry (Å):
1 N -1.0564 -2.0991 -0.7941  -1.208
2 P -1.9774 -1.0797 0.1018  2.279
3 N -3.4258 -1.3764 -0.7016  -1.145
4 O -1.9186 -1.0730 1.5912  -1.044
5 N -1.4772 0.5202 -0.5317  -0.545
6 C -0.2161 0.7747 -1.1796  -0.251
7 C 1.0741 0.5408 -0.3083  -0.055
8 C 0.9603 0.1883 0.9898  -0.248
9 C 2.0618 0.1502 1.8201  -0.180
10 C 3.2693 0.2518 1.2373  -0.214
11 C 3.4890 0.5697 -0.0525  -0.211
12 C 2.3455 0.8517 -0.8210  -0.200
13 N -2.0312 1.4601 0.1826  0.657
14 O -1.6118 2.5524 0.1884  -0.408
15 O -3.0257 1.1873 0.7361  -0.419
16 H -0.0677 -1.8915 -0.5497  0.408
17 H -1.1773 -2.2117 -1.8135  0.428
18 H -4.0982 -0.8149 -0.2769  0.397
19 H -3.7956 -2.1911 -0.2936  0.388
20 H -0.2272 1.7700 -1.5342  0.249
21 H -0.1524 0.1084 -2.0365  0.214
22 H -0.0541 0.1414 1.3760  0.237
23 H 1.8939 -0.2670 2.8586  0.225
24 H 4.0712 -0.0478 1.9350  0.209
25 H 4.4665 0.8365 -0.3115  0.217
26 H 2.6812 1.1484 -1.8121  0.219

Properties
lowest unoccupied orbital energy: 0.02130 Eh
molar mass: 230.16 g/mol
HOMO level: -9.68 eV
relative energy (zero: lowest compared OMol25 entry of this formula, charge and spin): 1.4718 eV
SMILES string: NP(N)(=O)N(Cc1ccccc1)[N+](=O)[O-]

Q: Which value of molar mass does entry 4 give?
A: 167.19 g/mol

Copy entry 3 word for word.
Molecular formula: C7H11N4O
Method: DFT, the ωB97M-V functional and the def2-TZVPD basis

Last column: natural (NBO) charge in e.
Geometry (Å):
1 C -2.1362 0.2710 1.2627  -0.078
2 C -0.7630 -1.1570 0.3165  0.303
3 C -2.3080 0.3699 -0.0882  0.159
4 C 2.5535 -0.5269 -0.1440  0.231
5 C 3.6077 0.2971 0.1451  -0.018
6 C 1.8271 1.4535 0.0513  0.349
7 C -3.2243 1.2066 -0.8920  -0.654
8 N -1.4478 -0.5432 -0.6438  -0.460
9 N -1.1896 -0.6885 1.4806  -0.456
10 N 1.4130 0.2424 -0.1949  -0.554
11 N 2.5098 -1.9014 -0.2701  -0.818
12 O 3.1221 1.5549 0.2682  -0.365
13 H -2.6159 0.8055 2.0566  0.254
14 H -0.0083 -1.9082 0.1872  0.258
15 H 4.6545 0.1294 0.2752  0.223
16 H -1.3200 -0.6799 -1.6360  0.451
17 H 1.2071 2.3278 0.0870  0.199
18 H -3.4263 2.1438 -0.3798  0.255
19 H -2.7994 1.4202 -1.8691  0.238
20 H -4.1741 0.6924 -1.0389  0.251
21 H -0.8346 -0.9619 2.3867  0.456
22 H 3.4309 -2.3104 -0.3391  0.399
23 H 1.9219 -2.2369 -1.0212  0.376

Properties
lowest unoccupied orbital energy: -0.09814 Eh
molar mass: 167.19 g/mol
HOMO level: -11.58 eV
relative energy (zero: lowest compared OMol25 entry of this formula, charge and spin): 0.0088 eV
net charge: +1

Q: Look up the molar mass of the fifth one.
A: 230.16 g/mol

Q: Number 5 is which compound?
A: C7H11N4O3P